Formula: C34H57CrN3O2Si
Source: OMol25
Level of theory: ωB97M-V with the def2-TZVPD basis set

- relative energy (zero: lowest compared OMol25 entry of this formula, charge and spin) (kcal per mole) = 0.0
- LUMO level (alpha / beta) (eV) = 0.4 / 0.2
- gap between HOMO and LUMO (alpha / beta) (eV) = 6.85 / 8.57
- E_tot (a.u.) = -2978.423237
- <S²> = 6.036
- multiplicity = 5
- E_HOMO (alpha / beta) (eV) = -6.459 / -8.408

XYZ file:
```
98
C34H57CrN3O2Si | OMol25 | ωB97M-V with the def2-TZVPD basis set
O -1.165 3.244 -3.239
O 1.194 3.259 -4.489
C -2.244 2.321 -3.124
C -3.122 2.484 -1.891
H -1.796 1.314 -3.129
H -2.840 2.438 -4.040
H -2.670 1.970 -1.034
H -4.078 1.997 -2.103
H -3.320 3.529 -1.631
C -0.478 3.513 -1.996
C -0.349 4.993 -1.817
H 0.496 3.006 -2.044
H -1.032 3.071 -1.153
H 0.260 5.423 -2.618
H 0.113 5.200 -0.850
H -1.344 5.458 -1.822
C 2.626 3.357 -4.507
C 0.534 3.804 -5.649
C 3.109 3.994 -3.224
H 2.970 3.932 -5.388
H 3.004 2.325 -4.593
H 2.665 4.988 -3.089
H 4.198 4.098 -3.270
H 2.858 3.384 -2.349
C 0.539 5.313 -5.702
H -0.486 3.416 -5.570
H 0.992 3.388 -6.565
H 0.066 5.728 -4.808
H -0.038 5.616 -6.583
H 1.553 5.716 -5.803
H 0.783 1.634 -3.392
N -0.057 -0.186 1.785
C 0.475 -0.872 2.814
C 1.698 -1.533 2.734
C 2.580 -1.456 1.653
C -0.267 -0.883 4.118
H -1.340 -1.062 3.978
H -0.154 0.056 4.680
H 0.142 -1.687 4.738
C 4.010 -1.900 1.783
H 4.722 -1.069 1.647
H 4.267 -2.696 1.066
H 4.168 -2.300 2.792
N 2.150 -1.009 0.474
C -1.079 0.798 2.035
C -2.433 0.483 1.809
C -2.881 -0.878 1.372
C -3.413 1.450 2.073
H -4.462 1.209 1.899
C -3.053 2.691 2.593
H -3.807 3.456 2.804
C -1.722 2.980 2.880
H -1.441 3.932 3.322
C -0.725 2.027 2.622
C 0.677 2.298 3.062
C 3.013 -0.740 -0.636
C 3.293 -1.735 -1.591
C 2.633 -3.079 -1.518
C 4.168 -1.429 -2.633
H 4.405 -2.199 -3.378
C 4.748 -0.157 -2.722
H 5.423 0.094 -3.545
C 4.471 0.816 -1.758
H 4.945 1.806 -1.793
C 3.583 0.542 -0.722
C 3.194 1.605 0.264
Cr 0.491 -0.286 -0.079
H -2.752 -1.041 0.294
H -3.949 -1.000 1.599
H -2.342 -1.688 1.885
H 1.422 1.987 2.315
H 0.932 1.783 4.003
H 0.808 3.369 3.246
H 3.248 -3.815 -2.056
H 1.624 -3.093 -1.963
H 2.522 -3.431 -0.485
H 3.337 1.295 1.311
H 2.133 1.920 0.154
H 3.830 2.489 0.105
H 2.056 -2.073 3.607
C 0.846 0.520 -3.173
Si 0.765 -0.444 -4.819
H 1.804 0.312 -2.670
H -0.009 0.296 -2.498
C -0.846 -0.004 -5.684
C 0.795 -2.307 -4.591
C 2.236 0.038 -5.914
H 2.334 -0.645 -6.776
H 3.184 0.004 -5.355
H 2.104 1.060 -6.300
H -1.647 -0.657 -5.313
H -0.812 -0.116 -6.775
H -1.126 1.031 -5.456
H 0.083 -2.644 -3.825
H 1.795 -2.658 -4.304
H 0.532 -2.790 -5.544
N -1.093 -2.806 -1.113
C -0.482 -1.865 -0.751
```

Formula: H4N4O
Source: OMol25
Level of theory: ωB97M-V with the def2-TZVPD basis set

- relative energy (zero: lowest compared OMol25 entry of this formula, charge and spin) (kcal per mole) = 33.0
- LUMO level (alpha / beta) (eV) = 1.1 / -1.3
- gap between HOMO and LUMO (alpha / beta) (eV) = 7.94 / 8.51
- E_tot (a.u.) = -296.413968
- <S²> = 2.009
- multiplicity = 3
- E_HOMO (alpha / beta) (eV) = -6.823 / -9.787

XYZ file:
```
9
H4N4O | OMol25 | ωB97M-V with the def2-TZVPD basis set
N 1.723 -0.646 -0.142
N 0.331 1.225 0.058
N -0.551 -1.073 0.110
N 0.602 -0.109 -0.245
O 2.828 -0.042 -0.021
H -0.612 1.496 -0.212
H 0.455 1.435 1.027
H -0.172 -1.668 0.943
H -0.495 -1.657 -0.744
```

Formula: C5H9N
Source: OMol25
Level of theory: ωB97M-V with the def2-TZVPD basis set

- relative energy (zero: lowest compared OMol25 entry of this formula, charge and spin) (kcal per mole) = 135.6
- LUMO level (eV) = 1.2
- gap between HOMO and LUMO (eV) = 9.28
- structure (SMILES) = C1C[C@H]2N[C@@H]2C1
- E_tot (a.u.) = -250.450793
- multiplicity = 1
- E_HOMO (eV) = -8.093

XYZ file:
```
15
C5H9N | OMol25 | ωB97M-V with the def2-TZVPD basis set
C -1.030 0.674 0.156
C -0.956 -0.856 0.209
C 0.533 -1.086 0.320
C 0.815 -0.064 -0.738
C 0.426 1.178 -0.189
H -1.715 0.953 -0.682
H -1.228 1.234 1.113
H -1.389 -1.146 1.322
H -1.381 -1.460 -0.570
H 0.926 -0.685 1.337
H 2.379 -0.896 -0.120
H -0.102 -0.417 -1.483
H 0.333 2.060 -0.846
H 0.746 1.641 0.797
N 1.642 -1.132 -0.627
```

Formula: C8H4AuBrCl2NO3Ru
Source: OMol25
Level of theory: ωB97M-V with the def2-TZVPD basis set

- LUMO level (alpha / beta) (eV) = -15.4 / -18.6
- gap between HOMO and LUMO (alpha / beta) (eV) = 7.06 / 5.72
- total charge = +4
- E_tot (a.u.) = -4310.572207
- <S²> = 15.798
- multiplicity = 8
- E_HOMO (alpha / beta) (eV) = -22.437 / -24.314

XYZ file:
```
21
C8H4AuBrCl2NO3Ru | OMol25 | ωB97M-V with the def2-TZVPD basis set
Au -0.258 -1.153 -4.029
Ru 0.080 -0.789 -0.345
Cl -0.535 0.294 -2.266
Cl 0.203 -2.667 -1.773
C -0.489 -1.896 0.898
C -0.559 -0.575 -5.870
C 0.168 -2.355 -5.551
O -0.788 -2.743 1.648
O -0.875 0.109 -6.775
O 0.442 -3.185 -6.325
Br 2.257 0.693 5.004
C 1.033 0.983 3.610
C 0.278 2.155 3.611
C -0.624 2.362 2.574
C -0.703 1.420 1.554
N 0.197 0.448 1.413
C 0.947 0.103 2.496
H 0.368 2.878 4.416
H -1.238 3.275 2.497
H -1.441 1.447 0.784
H 1.535 -0.804 2.430
```

Formula: C4H12N3
Source: OMol25
Level of theory: ωB97M-V with the def2-TZVPD basis set

- relative energy (zero: lowest compared OMol25 entry of this formula, charge and spin) (kcal per mole) = 55.3
- LUMO level (eV) = -3.6
- gap between HOMO and LUMO (eV) = 10.46
- structure (SMILES) = N/C=[NH+]\CCCN
- total charge = +1
- E_tot (a.u.) = -323.590212
- multiplicity = 1
- E_HOMO (eV) = -14.074

XYZ file:
```
19
C4H12N3 | OMol25 | ωB97M-V with the def2-TZVPD basis set
C 1.441 -0.800 1.500
C 0.631 0.459 1.721
C 0.359 1.077 0.302
N -1.534 1.006 -2.328
C -1.502 0.185 -1.265
N -0.529 0.027 -0.394
N 0.843 -1.795 0.532
H 1.681 -1.158 2.529
H 2.412 -0.443 1.141
H 1.174 1.240 2.303
H -0.385 0.408 2.092
H 1.373 1.169 -0.162
H -0.068 2.051 0.111
H -2.346 0.909 -2.926
H -0.726 1.529 -2.597
H -2.471 -0.242 -1.171
H 1.593 -1.932 -0.287
H -0.270 -1.012 -0.262
H 1.003 -2.708 1.015
```

Formula: C26H22B3N3O25
Source: OMol25
Level of theory: ωB97M-V with the def2-TZVPD basis set

- relative energy (zero: lowest compared OMol25 entry of this formula, charge and spin) (kcal per mole) = 120.0
- LUMO level (eV) = -0.2
- gap between HOMO and LUMO (eV) = 5.64
- total charge = -2
- E_tot (a.u.) = -3124.487578
- multiplicity = 1
- E_HOMO (eV) = -5.883

XYZ file:
```
79
C26H22B3N3O25 | OMol25 | ωB97M-V with the def2-TZVPD basis set
N 1.111 -1.142 -0.806
H 0.820 -1.985 -1.279
H 1.300 -0.412 -1.477
H 1.978 -1.391 -0.353
H 0.372 -0.855 -0.180
O 8.771 6.469 -10.251
C 7.637 6.006 -10.052
O 7.351 4.922 -9.396
B 5.872 4.686 -9.292
O 5.286 5.836 -10.017
C 6.271 6.659 -10.466
O 6.233 7.648 -11.161
O 5.469 4.602 -7.869
C 4.697 3.490 -7.657
O 4.167 3.047 -6.577
C 4.820 2.710 -9.016
O 5.437 3.437 -9.909
O 4.257 1.665 -9.248
O -6.796 -1.604 10.630
C -6.465 -2.360 9.667
O -5.311 -2.551 9.153
B -5.408 -3.358 7.923
O -6.872 -3.575 7.754
C -7.488 -3.070 8.794
O -8.697 -3.078 9.116
O -4.682 -4.601 8.071
C -3.864 -4.769 7.023
O -3.071 -5.683 6.876
C -4.028 -3.533 6.084
O -4.885 -2.692 6.679
O -3.477 -3.419 5.011
O -2.152 6.303 4.357
C -2.379 5.521 5.297
O -2.733 5.902 6.508
B -2.718 4.713 7.393
O -2.506 3.563 6.499
C -2.166 4.005 5.287
O -1.879 3.273 4.323
O -3.982 4.569 8.169
C -3.722 4.623 9.484
O -4.517 4.445 10.413
C -2.187 4.812 9.630
O -1.665 4.829 8.434
O -1.629 4.922 10.727
C -5.633 2.315 -3.718
C -5.036 3.564 -3.153
C -3.648 3.469 -3.758
O -3.329 2.009 -3.798
C -4.500 1.245 -3.606
H -5.793 2.435 -4.790
H -6.572 1.922 -3.330
H -5.041 3.567 -2.063
H -5.520 4.452 -3.562
H -2.931 4.046 -3.174
H -3.662 3.786 -4.801
H -4.487 0.860 -2.586
H -4.605 0.414 -4.304
N -0.310 -6.142 -3.697
C -0.385 -6.125 -5.065
C -0.675 -7.271 -5.793
C -0.674 -8.511 -5.168
C -0.570 -8.581 -3.812
C -0.473 -7.368 -3.110
H -0.307 -5.156 -5.535
H -0.714 -7.219 -6.871
H -0.761 -9.420 -5.745
H -0.383 -9.517 -3.308
H -0.407 -7.439 -2.035
N 6.731 -2.134 1.403
C 7.616 -1.165 1.114
C 8.875 -1.250 1.564
C 9.252 -2.241 2.441
C 8.375 -3.229 2.808
C 7.083 -3.141 2.278
H 7.215 -0.440 0.421
H 9.486 -0.391 1.331
H 10.256 -2.181 2.833
H 8.590 -3.885 3.639
H 6.366 -3.856 2.653
```

> What is the E_tot in the sixth record?

-3124.487578 a.u.

> multiplicity of number 1 (C34H57CrN3O2Si)?

5